{"formula": "C29H27O3P2ReS2", "method": "ωB97M-V with the def2-TZVPD basis set", "symbols": ["Re", "S", "P", "C", "P", "S", "C", "C", "C", "C", "C", "C", "C", "C", "C", "C", "C", "C", "C", "C", "C", "C", "C", "C", "C", "C", "C", "C", "C", "C", "H", "H", "H", "H", "H", "H", "H", "H", "H", "H", "H", "H", "H", "H", "H", "H", "H", "H", "H", "H", "C", "C", "C", "O", "C", "O", "O", "H", "H", "H", "H", "H", "H", "H"], "positions_angstrom": [[0.2799, 0.3415, 0.0266], [-0.8613, -2.1378, 0.3660], [-0.2049, -1.6043, 2.1840], [-0.0129, 0.1185, 1.9013], [-1.0708, 1.4428, 2.2765], [-1.2533, 2.1990, 0.3796], [-0.3308, 2.5663, 3.4450], [0.8074, 2.1887, 4.1484], [1.3481, 3.0494, 5.0936], [0.7559, 4.2813, 5.3235], [-0.3756, 4.6651, 4.6124], [-0.9230, 3.8082, 3.6747], [-2.6860, 0.9834, 2.8989], [-3.6592, 0.5071, 2.0186], [-4.8960, 0.1197, 2.5033], [-5.1639, 0.2042, 3.8632], [-4.1963, 0.6658, 4.7422], [-2.9558, 1.0574, 4.2643], [-1.3097, -1.9808, 3.5473], [-2.5969, -2.4556, 3.3303], [-3.4293, -2.7069, 4.4116], [-2.9794, -2.4748, 5.7010], [-1.6944, -1.9905, 5.9210], [-0.8565, -1.7493, 4.8475], [1.3682, -2.2997, 2.6798], [1.3913, -3.6365, 3.0856], [2.5886, -4.2290, 3.4402], [3.7652, -3.4893, 3.4063], [3.7457, -2.1625, 3.0089], [2.5485, -1.5662, 2.6383], [1.2815, 1.2340, 3.9542], [2.2338, 2.7608, 5.6418], [1.1800, 4.9525, 6.0578], [-0.8270, 5.6311, 4.7888], [-1.8060, 4.1113, 3.1242], [-3.4516, 0.4488, 0.9584], [-5.6542, -0.2401, 1.8219], [-6.1348, -0.0897, 4.2387], [-4.4087, 0.7271, 5.8004], [-2.2063, 1.4216, 4.9550], [-2.9436, -2.6268, 2.3186], [-4.4286, -3.0844, 4.2439], [-3.6300, -2.6751, 6.5417], [-1.3443, -1.8149, 6.9288], [0.1533, -1.3998, 5.0260], [0.4772, -4.2171, 3.1242], [2.6058, -5.2663, 3.7440], [4.6997, -3.9523, 3.6922], [4.6617, -1.5892, 2.9778], [2.5449, -0.5360, 2.3117], [1.7806, 0.6779, -3.6275], [1.2522, -0.4881, -2.8187], [0.8535, -1.6824, -3.6638], [0.0359, 0.0053, -2.1101], [2.2644, -0.8836, -1.7438], [3.2387, -1.5302, -1.9930], [1.9992, -0.4190, -0.5100], [1.0671, 0.9458, -4.4042], [2.7230, 0.3875, -4.0914], [1.9639, 1.5489, -2.9980], [0.1554, -1.3824, -4.4452], [0.4131, -2.4705, -3.0498], [1.7480, -2.0935, -4.1295], [-0.7114, -0.5662, -2.3258]], "forces_ev_per_a": [[-0.1951, -0.5812, -0.0305], [0.1541, -0.0729, -0.2721], [0.0459, 0.0607, 0.3529], [-0.0094, 0.1704, 0.6388], [-0.0205, 0.2057, -0.0243], [0.2049, 0.0891, -0.0208], [-0.0245, 0.1177, 0.0670], [0.0826, -0.0180, 0.0184], [-0.0330, 0.0091, -0.0343], [0.0020, 0.0231, 0.0156], [0.0281, -0.0461, -0.0098], [-0.0336, 0.0500, 0.0125], [-0.1622, -0.0830, -0.0269], [0.0232, 0.0179, -0.0183], [0.0105, 0.0382, 0.0445], [-0.0404, 0.0135, -0.0274], [-0.0032, 0.0152, -0.0424], [0.0403, -0.0092, 0.0333], [-0.1456, -0.0422, -0.0260], [-0.0130, 0.0097, -0.0659], [0.0352, -0.0240, -0.0192], [0.0469, -0.0022, 0.0408], [-0.0694, -0.0375, -0.0092], [0.0470, 0.0023, 0.0122], [0.1090, -0.1413, -0.0585], [-0.0288, -0.0068, -0.0450], [0.0186, 0.0308, 0.0074], [0.0011, -0.0223, 0.0152], [-0.0370, 0.0064, -0.0031], [0.0330, 0.0338, -0.0173], [-0.0347, -0.0261, -0.0202], [0.0157, -0.0123, 0.0126], [0.0110, 0.0122, 0.0101], [-0.0111, 0.0175, 0.0059], [-0.0136, -0.0407, -0.0265], [0.0225, 0.0168, -0.0212], [-0.0110, -0.0037, -0.0246], [-0.0199, -0.0063, 0.0099], [0.0079, 0.0079, 0.0279], [0.0229, 0.0167, -0.0067], [0.0053, -0.0116, -0.0011], [-0.0182, -0.0090, -0.0059], [-0.0063, -0.0029, 0.0204], [0.0112, -0.0024, 0.0176], [0.0335, 0.0137, -0.0307], [-0.0330, 0.0214, -0.0157], [0.0031, -0.0148, 0.0189], [0.0149, -0.0113, -0.0085], [0.0116, 0.0051, -0.0045], [-0.0370, 0.0545, -0.0425], [0.1479, -0.0347, -0.0466], [-0.3667, 0.0034, -0.0226], [0.1699, 0.0249, 0.0653], [0.0521, 0.0090, -0.2726], [0.2193, -0.0844, 0.5348], [-0.1138, 0.0885, -0.1609], [0.0003, 0.1310, -0.4689], [-0.0235, 0.0139, -0.0237], [-0.0168, 0.0061, -0.0109], [-0.0163, -0.0185, 0.0431], [-0.0164, 0.0210, -0.0165], [-0.0076, 0.0045, 0.0202], [-0.0262, 0.0122, -0.0040], [-0.0439, -0.0083, -0.0594]], "charge": 1, "largest_force_ha_per_bohr": 0.01286, "e_homo_ev": [-10.71, -11.80], "spin_multiplicity": 4, "e_above_lowest_kj_mol": 58.3}

=====

{"formula": "H22NO14", "method": "ωB97M-V with the def2-TZVPD basis set", "symbols": ["N", "O", "O", "O", "O", "H", "H", "O", "H", "H", "O", "H", "H", "O", "H", "H", "O", "H", "H", "O", "H", "H", "O", "H", "H", "O", "H", "H", "O", "H", "H", "O", "H", "H", "O", "H", "H"], "positions_angstrom": [[-0.1218, -0.0911, -0.0837], [0.3899, 0.8134, 0.5914], [0.3399, -0.4382, -1.1693], [-1.0646, -0.6245, 0.3608], [1.3715, -2.1260, -0.3123], [0.6231, -2.5290, 0.1279], [1.2863, -1.1915, -0.1235], [-2.2148, -0.2564, -2.2554], [-1.4520, -0.6505, -1.8321], [-1.8538, 0.2269, -2.9986], [0.1480, 0.2081, 2.8338], [0.2542, 1.0805, 3.2132], [-0.3595, 0.3539, 2.0353], [1.5000, 2.3263, 0.4720], [1.1804, 1.4401, 0.6413], [1.1945, 2.8387, 1.2205], [1.7975, -0.5571, 1.1709], [0.9738, -0.0813, 1.2778], [1.9668, -0.9403, 2.0315], [-1.2143, 1.5293, 1.6065], [-1.9300, 1.9312, 1.1141], [-0.5810, 1.2668, 0.9385], [-0.1907, 2.8048, -0.9355], [0.2448, 2.0952, -0.4632], [-0.9186, 2.3799, -1.3891], [-2.5569, -1.2430, 1.2990], [-2.0640, -1.7667, 1.9306], [-1.8977, -0.9323, 0.6785], [-0.6582, -2.7315, -0.0047], [-1.1172, -2.6364, 0.8298], [-1.1447, -2.1731, -0.6112], [2.0691, 0.6213, -1.5370], [2.2216, 1.0224, -0.6814], [1.2760, 0.0985, -1.4190], [0.8638, -1.0726, -2.9222], [0.9697, -0.3538, -3.5453], [0.6688, -0.6419, -2.0899]], "forces_ev_per_a": [[0.2907, 0.1737, -3.6542], [-5.5537, -8.3009, -6.1346], [-12.7089, 0.8972, 12.4017], [11.6515, 5.9362, -5.6410], [3.9006, -1.9985, -1.8697], [1.1036, -0.1467, -0.2950], [2.5829, -2.9840, 0.3912], [-0.6839, 0.2672, 0.2914], [0.0948, -0.1584, -0.6136], [0.2226, -0.0712, -0.2740], [0.9760, -1.5408, 2.7103], [-0.2969, 0.0826, 0.0336], [-1.1463, -0.3157, 2.2774], [6.0583, 7.1295, 1.5642], [6.0875, 3.1205, 0.4697], [0.2113, 0.5984, 0.0887], [3.3361, 0.1069, 2.9038], [2.7482, -1.6067, 3.0491], [0.2543, -0.2934, -0.0485], [-5.7605, 3.8087, 2.0142], [-0.5200, 0.2356, 0.2525], [-2.2020, 2.7181, 0.7582], [-2.1008, 0.4766, -1.4516], [0.5244, 1.4554, -0.8245], [-0.5022, 0.1686, -0.5220], [-7.5220, -3.6569, 4.7387], [-0.3765, 0.1994, 0.7778], [-8.8044, -2.5056, 2.8749], [-4.0435, -3.6765, 0.3590], [-0.6694, -0.5026, -0.0899], [-0.0161, -0.8418, -0.2732], [4.4095, 2.9360, -0.8229], [0.8660, 0.3833, -0.3194], [4.6537, 2.9540, -0.1158], [0.6683, -2.0863, -6.1398], [0.4292, 0.0110, -0.4109], [1.8377, -2.9729, -8.4559]], "charge": -1, "largest_force_ha_per_bohr": 0.34576, "e_homo_ev": -5.45, "e_above_lowest_kj_mol": 2644.7}

=====

{"formula": "C4H13N3", "method": "ωB97M-V with the def2-TZVPD basis set", "symbols": ["C", "N", "C", "N", "N", "C", "C", "H", "H", "H", "H", "H", "H", "H", "H", "H", "H", "H", "H", "H"], "positions_angstrom": [[-1.2757, 1.1425, -0.0004], [-2.1034, 0.1649, -0.2817], [-1.8297, -1.1059, 0.3555], [-0.4014, -1.4458, -0.1606], [0.3403, -0.2242, -0.3531], [1.5269, 0.0501, 0.4781], [2.2102, 1.3338, -0.0487], [-1.4069, 1.8853, -0.7985], [-0.8008, 1.2483, 0.9115], [-2.8351, 0.2305, -0.9728], [-1.7133, -0.9882, 1.4651], [-2.3179, -2.0200, 0.1917], [0.2457, -2.0906, 0.3233], [-0.6815, -2.0752, -1.0581], [0.5752, 0.0580, -1.3443], [1.2626, 0.0950, 1.5101], [2.1211, -1.0032, 0.4620], [1.9980, 1.5016, -1.1300], [1.7910, 2.2293, 0.4696], [3.2947, 1.0139, -0.0186]], "forces_ev_per_a": [[-1.2557, -0.6406, -3.3067], [-1.0523, -2.3768, 1.5326], [1.7944, 1.6129, 2.6865], [0.3829, -0.9989, -3.3709], [-0.2761, 1.4029, -2.0294], [1.1893, -3.2404, -0.5203], [0.1616, -1.3112, -0.5085], [0.7649, 0.6060, 0.9071], [0.6303, 0.4856, 1.7317], [0.0828, 0.1071, -0.4542], [-0.2343, 0.0633, -0.9327], [-1.8507, -0.5260, -0.6830], [-0.7387, 0.1137, 0.7839], [1.5330, 2.1813, 1.6371], [-0.5645, -1.2395, 1.0881], [-0.5282, 0.4614, 0.8616], [-0.4096, 2.7047, -0.2698], [0.1243, -0.3067, 0.5154], [1.1928, -0.6771, -0.0635], [-0.9460, 1.5782, 0.3951]], "charge": 2, "largest_force_ha_per_bohr": 0.07022, "smiles": "C=[NH+]C[NH2+]NCC", "e_homo_ev": -19.40, "e_above_lowest_kj_mol": 558.5}

=====

{"formula": "C4H5N3", "method": "ωB97M-V with the def2-TZVPD basis set", "symbols": ["N", "C", "C", "C", "N", "C", "N", "H", "H", "H", "H", "H"], "positions_angstrom": [[2.4630, -1.2652, 0.8913], [1.6666, -0.7494, 0.2282], [0.6844, -0.0298, -0.6034], [-0.6291, -0.7864, -0.8933], [-1.6651, -0.1601, -0.5261], [-1.1199, 0.6826, 0.5351], [0.1581, 1.1857, 0.0404], [1.1536, 0.1884, -1.5704], [-0.7011, -1.8315, -1.1638], [-0.9345, -0.1001, 1.2849], [-1.8166, 1.3990, 0.9503], [0.7404, 1.4669, 0.8269]], "forces_ev_per_a": [[-0.8397, 0.4892, -0.6538], [0.6430, -0.5903, 0.5970], [-0.0122, -0.1161, -0.1633], [-0.1201, -0.0999, -0.2057], [0.4100, -0.9100, 0.6710], [-0.2669, 0.1943, 0.5495], [-0.0575, -0.1446, 0.0843], [0.1076, 0.0065, 0.1877], [0.2915, 0.1121, -1.1464], [-0.2460, 0.5696, 0.6990], [0.0932, 0.4855, -0.3216], [-0.0029, 0.0038, -0.2976]], "charge": 0, "largest_force_ha_per_bohr": 0.02339, "smiles": "N#C[C@H]1C=NCN1", "e_homo_ev": -10.08, "e_above_lowest_kj_mol": 251.3}

=====

Repeat the fourth record exactly.
{"formula": "C4H5N3", "method": "ωB97M-V with the def2-TZVPD basis set", "symbols": ["N", "C", "C", "C", "N", "C", "N", "H", "H", "H", "H", "H"], "positions_angstrom": [[2.4630, -1.2652, 0.8913], [1.6666, -0.7494, 0.2282], [0.6844, -0.0298, -0.6034], [-0.6291, -0.7864, -0.8933], [-1.6651, -0.1601, -0.5261], [-1.1199, 0.6826, 0.5351], [0.1581, 1.1857, 0.0404], [1.1536, 0.1884, -1.5704], [-0.7011, -1.8315, -1.1638], [-0.9345, -0.1001, 1.2849], [-1.8166, 1.3990, 0.9503], [0.7404, 1.4669, 0.8269]], "forces_ev_per_a": [[-0.8397, 0.4892, -0.6538], [0.6430, -0.5903, 0.5970], [-0.0122, -0.1161, -0.1633], [-0.1201, -0.0999, -0.2057], [0.4100, -0.9100, 0.6710], [-0.2669, 0.1943, 0.5495], [-0.0575, -0.1446, 0.0843], [0.1076, 0.0065, 0.1877], [0.2915, 0.1121, -1.1464], [-0.2460, 0.5696, 0.6990], [0.0932, 0.4855, -0.3216], [-0.0029, 0.0038, -0.2976]], "charge": 0, "largest_force_ha_per_bohr": 0.02339, "smiles": "N#C[C@H]1C=NCN1", "e_homo_ev": -10.08, "e_above_lowest_kj_mol": 251.3}

=====

Which value of charge does entry 4 give? 0